This record from OMol25 describes a 9-piece molecular cluster, C22H43Br17O4 overall. The level of theory is ωB97M-V/def2-TZVPD.

Structure (XYZ):
```
86
Properties=species:S:1:pos:R:3:forces:R:3:mulliken_charge:R:1
C 2.387774 3.228193 0.066195 0.0 -0.2 0.1 -0.46
C 2.069336 1.758706 -0.209437 0.3 0.1 0.0 -0.12
O 1.309064 1.289249 0.918728 -0.2 -0.1 -0.5 0.24
O 0.567965 0.113762 0.440271 0.2 -0.1 0.2 0.16
C -0.482303 0.034943 1.342559 0.3 0.8 -0.7 0.11
O -0.461149 -0.698535 2.268739 -0.1 -0.5 0.5 -0.48
O -1.464167 0.899472 1.077187 -0.4 -0.1 0.1 -0.09
C -2.177963 0.745021 -0.166712 0.0 0.2 -0.1 -0.35
C -2.307421 2.087235 -0.885890 -0.2 0.1 0.5 0.08
C -2.449009 3.281306 0.063192 -0.2 0.0 -0.1 -1.26
Br -0.757883 2.376435 -2.027686 -0.2 0.1 -0.3 -0.12
H 2.686194 3.717001 -0.871628 -0.1 -0.1 0.4 0.18
H 3.190623 3.333286 0.804393 -0.1 0.0 -0.1 0.31
H 1.502433 3.737718 0.468314 0.2 -0.1 -0.3 -0.25
H 2.980085 1.145549 -0.315271 -0.2 0.2 0.1 0.14
H 1.470045 1.646302 -1.113263 0.1 0.0 0.3 0.05
H -1.687051 -0.007907 -0.788737 -0.1 0.2 0.0 0.07
H -3.184897 0.383224 0.093377 0.3 0.1 0.0 0.37
H -3.188247 2.050541 -1.534746 0.3 -0.1 -0.1 0.41
H -3.212123 3.053816 0.824382 0.2 0.1 -0.2 0.35
H -1.501391 3.518351 0.558221 -0.2 -0.2 0.0 0.21
H -2.776104 4.165155 -0.498506 0.1 -0.2 0.1 0.43
Br 0.618037 4.928526 2.857085 -0.1 0.0 0.1 -0.03
C -0.780044 4.720531 4.191721 0.0 0.2 -0.1 -0.69
C -0.547203 3.540197 5.088459 0.1 -0.2 0.0 -0.54
Br -0.807664 1.870208 4.147152 0.0 -0.1 0.1 -0.09
H -1.713860 4.646481 3.643020 0.0 0.0 0.1 0.34
H -0.775901 5.633935 4.782967 0.0 0.0 0.0 0.38
H -1.251041 3.551228 5.917851 0.0 0.0 0.0 0.38
H 0.470526 3.516032 5.467925 0.0 0.1 0.0 0.34
Br -1.853255 -5.945200 -0.904745 0.0 0.0 -0.1 -0.16
C -0.630050 -4.429429 -0.967936 -0.2 -0.1 0.1 -0.78
C -1.321254 -3.153843 -0.568659 0.1 0.1 -0.1 0.62
Br -2.450792 -2.484757 -2.010541 -0.1 -0.1 0.1 -0.10
H -0.235216 -4.379486 -1.975895 0.1 0.0 0.0 0.40
H 0.171623 -4.670256 -0.276355 0.0 0.0 0.0 0.44
H -0.584277 -2.374410 -0.392195 0.0 0.0 0.0 -0.84
H -1.949309 -3.269206 0.308975 0.0 0.0 0.0 0.50
Br 0.324915 6.391438 -1.867881 0.1 0.0 0.0 -0.12
C 0.970458 6.365097 -3.700844 0.0 0.0 0.1 -0.63
C 0.903901 4.987359 -4.305300 0.0 0.0 0.0 -0.50
Br 2.274374 3.818767 -3.576400 0.0 0.0 -0.2 -0.11
H 1.985701 6.747839 -3.674820 0.0 0.0 0.0 0.38
H 0.334244 7.050649 -4.255851 0.0 0.0 0.0 0.37
H 1.082468 5.030652 -5.377133 0.0 0.0 0.0 0.35
H -0.047133 4.501237 -4.108115 0.0 0.0 0.0 0.25
Br 2.521137 -5.667763 -2.251082 0.0 0.1 0.0 -0.15
C 3.787597 -4.192126 -2.149839 0.0 0.0 0.0 -0.56
C 3.820331 -3.545110 -0.790102 0.0 0.0 0.0 -0.70
Br 2.289632 -2.391711 -0.444499 0.2 0.0 0.0 -0.09
H 3.512135 -3.490401 -2.930702 0.0 0.0 0.0 0.36
H 4.756767 -4.629356 -2.377566 0.0 0.0 0.0 0.38
H 4.688474 -2.894993 -0.709873 0.0 0.0 0.0 0.36
H 3.843956 -4.279692 0.008635 0.0 0.0 0.0 0.40
Br -6.515434 -6.683641 1.117408 0.0 0.0 0.0 -0.15
C -5.916788 -6.696992 -0.731880 0.0 0.1 0.0 -0.29
C -5.785391 -8.093601 -1.277664 0.0 0.0 0.0 -0.47
Br -4.220299 -9.009413 -0.573397 0.0 0.0 0.0 -0.14
H -4.973429 -6.157867 -0.747082 0.0 0.0 -0.1 0.06
H -6.663239 -6.141011 -1.294366 0.0 0.0 0.0 0.36
H -5.656198 -8.067327 -2.356669 0.0 0.0 -0.1 0.19
H -6.643066 -8.709593 -1.026863 0.0 0.0 0.0 0.43
Br -5.033303 -7.360527 -5.765441 0.0 0.0 0.0 -0.17
C -3.763857 -5.898141 -5.572106 0.0 -0.1 0.0 -0.66
C -3.858360 -5.237166 -4.223372 0.0 0.0 0.0 -0.16
Br -5.449821 -4.129457 -4.061316 0.0 -0.1 0.0 -0.12
H -3.970510 -5.206189 -6.382123 0.0 0.0 0.0 0.42
H -2.778867 -6.339076 -5.706095 0.0 0.0 0.0 0.39
H -3.015278 -4.569708 -4.061207 0.0 0.0 0.0 0.16
H -3.894632 -5.959417 -3.414823 0.0 0.0 0.0 0.11
Br 4.893551 -2.256837 4.644880 0.0 0.0 0.0 -0.19
C 3.078828 -1.566351 4.789968 0.0 0.0 0.0 -0.59
C 2.695302 -0.711030 3.615279 0.1 0.2 -0.1 -0.13
Br 3.551966 1.036250 3.663588 0.0 0.0 0.0 -0.12
H 3.033043 -1.020126 5.726779 0.0 0.0 0.0 0.39
H 2.432186 -2.439113 4.841407 0.0 0.0 0.0 0.43
H 1.629998 -0.516382 3.619215 -0.2 0.0 0.0 0.00
H 2.974091 -1.162052 2.668141 0.0 0.0 0.0 0.15
Br 3.405484 7.277214 1.345185 0.0 0.0 0.0 -0.12
C 4.355628 7.611427 3.010013 0.0 0.0 -0.1 -0.59
C 5.302981 6.489876 3.353543 0.0 -0.1 0.0 -0.63
Br 4.366922 4.909543 3.985570 0.0 0.0 0.0 -0.11
H 3.599362 7.756841 3.774786 0.0 0.0 0.0 0.35
H 4.906478 8.536578 2.856643 0.0 0.0 0.0 0.35
H 5.971877 6.786768 4.157964 0.0 0.0 0.0 0.36
H 5.885019 6.179955 2.491472 0.0 0.0 0.0 0.37
```
Positions in Å, forces in eV/Å.

Output
M = 1730.0 g/mol
Electronic energy = -44923.1951 hartree
Kohn-Sham gap = 9.9 eV
E_LUMO = 0.0088 Ha
HOMO = -9.671 eV
Relative energy (zero: lowest compared OMol25 entry of this formula, charge and spin) = 0.0 kJ/mol

This record from OMol25 describes a 4-piece molecular cluster, C68H72FN2O13P overall. The level of theory is ωB97M-V/def2-TZVPD.

Structure (XYZ):
```
157
Properties=species:S:1:pos:R:3:forces:R:3:mulliken_charge:R:1
C -2.678744 2.732519 10.708473 0.2 -0.6 -0.2 -1.20
C -1.743324 1.751767 10.001005 -0.1 0.6 -0.4 -0.58
C -0.995019 2.425292 8.844861 0.0 -0.5 0.6 0.33
C 0.117387 1.537994 8.256734 0.0 1.0 -0.3 -1.31
C 0.141673 1.521949 6.719471 -0.1 -1.0 -0.2 0.38
C -0.104945 0.114411 6.099774 0.6 1.1 0.4 -0.66
C 0.593728 0.037983 4.751038 -0.4 -0.5 -0.1 -0.18
C 0.362985 -1.248663 3.952265 -0.3 0.1 0.1 -0.79
C -1.099115 -1.669449 3.750995 0.3 -0.6 -0.7 -0.85
C -1.765282 -1.109800 2.493095 -0.8 0.2 0.6 -1.05
C -2.395062 0.266465 2.762590 0.9 0.0 -0.1 0.90
C -2.549611 1.104016 1.505760 -0.9 -0.1 -0.3 -1.62
C -3.361977 2.385732 1.733425 0.5 0.0 0.1 -1.52
C -2.465585 3.669123 1.980987 -1.3 -0.6 -0.2 1.82
C -2.038688 4.078737 0.557270 0.8 0.3 0.2 -1.43
C -0.629439 4.628538 0.328979 0.1 0.2 -0.9 -1.84
N -0.534558 6.097353 0.308765 0.2 -0.4 0.5 0.81
C -0.944855 6.682339 -0.977954 0.0 0.1 0.2 -0.64
C 0.135436 6.710552 -2.069663 -0.6 0.0 -0.2 -1.29
C 0.744896 6.525366 0.731644 1.4 -0.7 -0.7 0.46
C 0.824245 7.797624 1.530668 -0.1 -0.1 -0.4 -1.45
O 1.754341 5.858328 0.488912 -1.4 0.9 0.8 -0.41
C -1.342029 3.251423 2.903406 1.6 -0.1 0.2 -0.70
O -0.301642 2.692597 2.625592 -1.1 0.6 0.1 -0.71
O -1.614498 3.592087 4.190822 -0.2 -0.3 -0.7 -0.53
C -2.949369 4.125249 4.284817 0.2 -0.8 0.7 -0.35
C -3.825753 3.055133 4.965269 0.3 0.0 0.3 -1.01
O -4.259933 3.579475 6.231418 -0.5 0.3 -0.2 -0.41
N -4.222533 2.518816 7.215107 -0.1 -0.7 -0.1 0.26
O -5.284789 2.161259 7.509659 0.2 0.5 0.1 -0.36
C -3.286287 4.640465 2.869572 0.5 1.7 0.2 0.93
C -2.804066 6.122494 2.893669 -0.7 -0.4 -0.3 0.33
C -3.170785 6.981745 1.689451 0.2 0.5 0.3 -1.59
F -1.438568 6.174226 3.161075 0.2 0.0 -0.1 -0.38
P -5.167235 4.666821 2.648962 -0.5 -2.0 0.2 0.07
O -5.378280 4.946393 1.048855 -0.1 0.7 0.5 -0.49
O -5.627715 6.074447 3.376112 0.5 0.2 -0.7 -0.55
H -3.123545 2.238330 11.568439 -0.2 0.2 0.2 0.37
H -2.141364 3.624017 11.018794 0.0 0.1 0.1 0.35
H -3.472688 3.010173 10.018648 -0.1 0.2 0.0 0.20
H -1.024262 1.325012 10.697825 0.0 -0.1 0.1 0.41
H -2.355352 0.961268 9.566055 0.1 -0.4 0.2 0.28
H -1.733517 2.685669 8.088633 0.1 0.1 -0.1 -0.32
H -0.567302 3.346090 9.241190 0.0 0.2 -0.2 0.40
H 1.062980 1.969416 8.582578 0.2 -0.2 0.2 0.19
H 0.077063 0.533951 8.673084 -0.1 -0.2 -0.1 0.55
H -0.621149 2.184576 6.315333 0.1 0.3 0.0 -0.56
H 1.103070 1.860380 6.339633 0.1 0.2 0.1 0.59
H 0.304902 -0.605538 6.806223 -0.2 -0.4 -0.1 0.55
H -1.182162 0.005243 6.004158 -0.1 -0.4 0.1 0.05
H 1.666959 0.141172 4.906372 0.1 0.2 0.0 0.85
H 0.252676 0.889485 4.163072 0.2 0.1 -0.1 -0.36
H 0.889078 -2.092267 4.398795 0.1 0.1 0.3 0.47
H 0.820069 -1.111163 2.970980 0.0 -0.1 -0.1 0.12
H -1.727165 -1.449047 4.611623 0.0 0.1 0.2 0.36
H -1.105926 -2.755520 3.656364 0.0 -0.1 0.0 0.57
H -2.581219 -1.784074 2.225440 0.0 -0.1 -0.3 0.34
H -1.092361 -1.064939 1.638961 0.2 0.0 0.0 0.40
H -3.354953 0.131935 3.261772 -0.2 0.0 0.0 0.30
H -1.736045 0.769725 3.471980 -0.1 0.2 0.1 -0.64
H -1.596757 1.342746 1.038604 0.2 -0.1 0.2 0.41
H -3.086538 0.492174 0.776295 -0.1 0.0 -0.1 0.60
H -3.965256 2.629273 0.862730 -0.1 0.0 -0.1 0.62
H -4.063741 2.206897 2.544039 0.0 0.0 0.2 0.74
H -2.083110 3.177794 -0.047094 0.0 -0.1 0.0 0.87
H -2.763682 4.757280 0.117488 -0.2 0.0 0.1 0.27
H 0.094997 4.235754 1.028784 -0.1 0.0 0.2 0.94
H -0.319769 4.261283 -0.655728 0.2 -0.2 0.0 0.29
H -1.350225 7.674765 -0.779890 0.1 0.2 -0.1 0.53
H -1.781425 6.095678 -1.348018 -0.2 -0.1 0.2 0.49
H 0.917170 5.978282 -1.898565 0.2 0.0 0.2 0.25
H 0.549861 7.707918 -2.177312 0.3 0.0 0.1 0.30
H -0.328505 6.455938 -3.020551 0.0 0.1 -0.2 0.41
H 1.761078 8.308002 1.340100 0.1 0.0 0.0 0.47
H -0.010981 8.466659 1.342809 -0.1 0.0 0.0 0.31
H 0.795268 7.493998 2.575193 -0.1 0.0 0.1 0.24
H -2.858681 4.905833 5.036539 -0.2 0.4 -0.2 0.81
H -3.210234 2.174486 5.153014 0.1 -0.1 -0.1 0.27
H -4.698434 2.747839 4.398475 -0.1 0.1 0.0 0.62
H -3.298510 6.559016 3.759303 0.2 0.2 0.2 1.22
H -2.284527 7.519752 1.372325 0.1 -0.1 -0.2 0.13
H -3.895156 7.735603 1.992672 -0.2 0.0 0.1 0.25
H -3.597974 6.429575 0.863488 0.3 0.0 -0.1 0.40
H -5.675521 5.848637 0.874646 0.1 0.1 -0.2 0.35
H -5.423359 5.986149 4.313392 -0.3 0.1 0.3 0.37
C 1.505140 -1.124768 -5.110506 0.0 0.0 0.0 -0.53
C 2.699378 -0.994631 -5.812388 -0.1 0.0 0.0 -0.57
C 3.697862 -0.161352 -5.337326 0.0 -0.1 -0.1 -0.59
C 3.504272 0.554685 -4.162821 -0.1 0.0 0.1 0.56
C 2.297834 0.439565 -3.469176 0.1 0.0 0.0 0.24
C 1.304329 -0.409178 -3.942034 -0.1 -0.1 -0.1 -0.58
C 2.048944 1.230250 -2.230055 -0.1 0.0 0.1 0.39
O 1.000712 1.122124 -1.626026 0.0 0.0 0.0 -0.78
C 3.116909 2.155632 -1.762580 0.0 0.0 -0.1 0.06
C 2.887721 2.939709 -0.641162 0.0 0.1 0.1 -0.57
C 3.871951 3.796661 -0.180438 0.2 0.0 0.0 -0.52
C 5.096347 3.869521 -0.834618 -0.1 -0.1 -0.1 -0.71
C 5.331305 3.092740 -1.958877 0.0 0.1 0.1 -0.65
C 4.342001 2.239504 -2.432232 -0.1 -0.1 0.0 0.53
C 4.599179 1.434764 -3.657719 0.2 0.1 0.0 0.41
O 5.664391 1.491272 -4.235494 0.0 0.0 0.0 -0.69
H 0.729084 -1.782742 -5.479687 0.0 0.0 0.0 0.52
H 2.850099 -1.546373 -6.730726 0.0 0.0 0.0 0.45
H 4.629986 -0.059850 -5.875220 0.1 0.1 0.1 0.48
H 0.376665 -0.501815 -3.393782 0.0 0.1 0.1 0.45
H 1.936740 2.880319 -0.130233 0.0 -0.1 0.0 0.67
H 3.680487 4.405120 0.689877 0.0 0.1 0.0 0.50
H 5.866205 4.536529 -0.470006 0.0 0.0 0.0 0.40
H 6.279361 3.147151 -2.475472 0.0 -0.1 -0.1 0.49
C 2.823107 -3.100743 -2.381125 0.0 0.0 0.0 -0.59
C 2.504176 -2.513089 -1.161181 0.0 -0.1 -0.1 -0.68
C 1.648129 -3.156196 -0.284762 0.1 0.1 0.0 -1.01
C 1.096830 -4.384021 -0.628347 0.0 -0.1 -0.1 -0.05
C 1.397574 -4.963121 -1.862449 -0.1 0.0 0.1 0.64
C 2.271205 -4.321359 -2.731660 0.1 0.1 0.0 -0.80
C 0.779103 -6.255331 -2.269254 0.1 0.0 -0.1 0.87
O 1.039202 -6.761997 -3.341617 0.0 0.0 0.0 -0.68
C -0.178712 -6.903842 -1.329683 0.0 0.1 0.1 0.13
C -0.808796 -8.081408 -1.711260 -0.1 -0.1 0.0 -0.53
C -1.692027 -8.703624 -0.845968 0.0 0.0 0.1 -0.58
C -1.944309 -8.156643 0.407951 0.0 0.0 -0.1 -0.49
C -1.323100 -6.980559 0.791678 -0.1 -0.1 0.0 -0.56
C -0.445472 -6.345936 -0.077213 0.1 0.0 -0.1 0.08
C 0.190908 -5.064390 0.337461 0.1 0.2 0.1 0.66
O -0.020912 -4.575163 1.425408 -0.1 -0.1 0.2 -0.69
H 3.500458 -2.600972 -3.060632 0.0 0.0 0.0 0.54
H 2.926090 -1.552729 -0.895127 0.0 0.0 0.0 0.51
H 1.400474 -2.708115 0.667753 0.0 -0.1 0.0 0.93
H 2.513985 -4.778691 -3.680801 0.0 -0.1 0.0 0.52
H -0.605898 -8.503804 -2.685491 0.1 0.1 0.0 0.51
H -2.185121 -9.618497 -1.146265 0.0 0.0 0.0 0.40
H -2.630092 -8.648606 1.084746 0.0 0.0 0.0 0.41
H -1.517838 -6.547968 1.763024 0.1 0.1 0.0 0.50
C 5.089761 -8.935645 -10.469629 0.0 0.0 0.0 -0.48
C 4.227340 -8.861736 -11.558606 0.0 0.0 0.0 -0.49
C 3.012135 -8.210117 -11.439709 0.1 -0.1 -0.1 -0.56
C 2.648152 -7.637670 -10.227597 0.0 0.0 0.1 0.16
C 3.504897 -7.729962 -9.128863 -0.1 0.0 0.0 0.13
C 4.729765 -8.371963 -9.257934 0.1 -0.1 -0.1 -0.49
C 3.118652 -7.161655 -7.805497 0.1 0.0 0.1 0.46
O 3.867374 -7.235478 -6.854411 0.0 0.0 0.0 -0.66
C 1.786180 -6.506379 -7.685953 -0.1 0.0 -0.1 -0.24
C 1.380562 -6.017819 -6.450878 0.0 0.1 0.1 -0.35
C 0.151845 -5.394108 -6.324974 0.0 0.0 -0.1 -0.17
C -0.675248 -5.248135 -7.433751 0.0 0.0 0.0 -0.85
C -0.278902 -5.738141 -8.666656 -0.1 0.1 0.1 -0.60
C 0.947874 -6.375865 -8.796518 0.1 0.0 0.0 0.28
C 1.343283 -6.924628 -10.123658 -0.1 0.0 -0.1 0.61
O 0.623671 -6.799306 -11.092304 0.0 0.0 0.0 -0.66
H 6.042670 -9.438540 -10.567344 0.0 0.0 0.0 0.40
H 4.506415 -9.312536 -12.501653 0.0 0.0 0.0 0.40
H 2.339623 -8.144293 -12.283407 -0.1 0.1 0.0 0.47
H 5.393088 -8.429975 -8.406403 -0.1 0.0 0.1 0.48
H 2.020719 -6.132072 -5.588582 0.0 -0.1 0.0 0.65
H -0.162372 -5.020772 -5.358944 0.0 0.0 0.0 0.57
H -1.633138 -4.754898 -7.333498 0.0 0.0 0.0 0.41
H -0.918990 -5.632373 -9.531288 0.1 -0.1 -0.1 0.48
```
Positions in Å, forces in eV/Å.

Output
M = 1175.3 g/mol
Electronic energy = -4163.2514 hartree
Kohn-Sham gap = 7.9 eV
E_LUMO = -0.0358 Ha
HOMO = -8.850 eV